(1)
Density functional theory data (ωB97M-V with the def2-TZVPD basis set) for a molecular structure, C28H29ClNO5S5SeTi in a non-equilibrium geometry.

XYZ file:
```
71
Properties=species:S:1:pos:R:3:mulliken_spin:R:1
Ti -0.595 0.567 -0.737 1.03
C -1.535 -3.051 -1.577 0.00
C -0.808 -4.004 -0.596 0.00
S -0.473 -3.398 1.082 0.00
C 1.237 -2.825 1.121 0.00
C 1.412 -1.726 2.185 0.00
S 0.339 -0.240 2.128 0.01
C -0.665 -0.425 3.622 0.00
C -1.822 -1.425 3.576 0.00
S -3.052 -0.910 2.361 0.00
C -3.583 -2.490 1.664 0.00
C -3.748 -2.443 0.137 0.00
S -2.498 -1.670 -0.933 0.01
H -2.157 -3.641 -2.251 0.00
H -0.796 -2.536 -2.184 0.00
H 0.139 -4.303 -1.045 0.00
H -1.397 -4.906 -0.440 0.00
H 1.519 -2.485 0.133 0.00
H 1.888 -3.658 1.378 0.00
H 2.433 -1.353 2.117 0.00
H 1.278 -2.156 3.179 0.00
H -1.040 0.584 3.810 0.00
H 0.007 -0.679 4.444 0.00
H -2.282 -1.494 4.564 0.00
H -1.460 -2.411 3.295 0.00
H -4.546 -2.765 2.095 0.00
H -2.857 -3.242 1.953 0.00
H -4.654 -1.887 -0.101 0.00
H -3.881 -3.459 -0.242 0.00
Cl -4.955 4.540 -4.667 0.00
C -3.812 3.385 -3.997 -0.10
C -2.890 2.774 -4.842 0.21
C -1.998 1.858 -4.300 -0.09
C -1.995 1.557 -2.950 0.17
O -1.111 0.643 -2.473 0.04
C -2.929 2.193 -2.080 -0.01
C -2.999 1.969 -0.679 0.53
O -2.144 1.220 0.016 0.03
C -3.844 3.105 -2.656 0.12
H -2.878 3.010 -5.897 0.02
H -1.279 1.348 -4.929 0.00
H -3.789 2.451 -0.112 0.02
H -4.565 3.601 -2.016 0.01
O 3.001 -3.856 -1.972 0.00
S 3.013 -2.582 -2.652 0.00
O 3.275 -2.591 -4.061 0.00
N 1.675 -1.731 -2.284 0.01
C 1.956 -0.839 -1.361 0.00
O 1.076 -0.186 -0.702 0.00
C 3.384 -0.645 -1.056 0.00
C 3.982 0.294 -0.231 0.00
C 5.370 0.303 -0.161 0.00
C 6.135 -0.603 -0.898 0.00
C 5.526 -1.544 -1.718 0.00
C 4.145 -1.538 -1.781 0.00
H 3.369 1.003 0.314 0.00
H 5.870 1.034 0.463 0.00
H 7.216 -0.566 -0.837 0.00
H 6.110 -2.253 -2.290 0.00
Se 0.508 2.845 -0.724 -0.01
C 0.652 3.436 1.094 0.00
C 1.794 4.151 1.464 0.00
C 1.950 4.651 2.753 0.00
C 0.965 4.445 3.711 0.00
C -0.174 3.731 3.356 0.00
C -0.331 3.230 2.067 0.02
H 2.569 4.311 0.724 0.00
H 2.849 5.204 3.009 0.00
H 1.083 4.834 4.716 0.00
H -0.958 3.567 4.089 0.00
H -1.223 2.673 1.814 0.00
```

Values from the calculation:
Spin multiplicity: 3
LUMO energy (alpha / beta), eV: 2.11 / 2.11
Net charge: -1

---

(2)
Density functional theory data (ωB97M-V with the def2-TZVPD basis set) for C2H3PS2 in the gas phase in a non-equilibrium geometry.

XYZ file:
```
8
Properties=species:S:1:pos:R:3:nbo_charge:R:1
C 0.123 -0.366 -0.290 -0.39
C 0.545 -1.183 0.744 -0.40
P -0.900 2.489 -0.942 0.18
S 0.648 1.265 -0.243 0.18
S 1.124 -0.651 2.201 0.04
H -0.346 -0.587 -1.169 0.22
H 0.535 -2.297 0.596 0.22
H -1.729 1.330 -0.896 -0.05
```

Values from the calculation:
LUMO energy (alpha / beta), eV: -1.56 / -2.04

---

(3)
Density functional theory data (ωB97M-V with the def2-TZVPD basis set) for C6H12O in the gas phase in a non-equilibrium geometry.

XYZ file:
```
19
Properties=species:S:1:pos:R:3:nbo_charge:R:1
C 1.375 0.958 -0.793 -0.65
C -0.169 1.000 -0.372 0.13
O -0.435 1.953 0.650 -0.73
C -0.450 -0.382 0.135 -0.14
C -0.688 -1.413 -0.940 -0.59
C 0.540 -0.728 1.164 -0.42
C -1.065 -0.703 1.441 -0.40
H 1.745 1.968 -0.658 0.22
H 1.450 0.622 -1.827 0.21
H 2.155 0.340 -0.282 0.22
H -0.836 1.233 -1.227 0.17
H -0.712 2.780 0.236 0.48
H 0.048 -1.301 -1.741 0.21
H -0.602 -2.428 -0.535 0.22
H -1.694 -1.297 -1.357 0.21
H 1.026 0.142 1.622 0.22
H 1.282 -1.510 0.937 0.22
H -1.353 0.106 2.112 0.23
H -1.819 -1.511 1.446 0.22
```

Values from the calculation:
SMILES string: C[C@H](O)C1(C)CC1
LUMO energy, eV: 0.89

---

(4)
Density functional theory data (ωB97M-V with the def2-TZVPD basis set) for 2 unconnected molecules or ions with the total composition C4H11N3O2 in a non-equilibrium geometry.

XYZ file:
```
20
Properties=species:S:1:pos:R:3:nbo_charge:R:1
H 3.589 1.421 -0.252 0.34
N 2.951 1.854 0.405 -0.74
C 1.776 1.449 0.191 0.58
N 0.654 1.684 0.947 -0.86
N 1.401 0.741 -1.021 -0.66
C 1.993 -0.585 -1.201 -0.44
H -0.209 1.171 0.906 0.39
H 0.453 2.548 1.429 0.39
H 0.415 0.886 -1.142 0.39
H 2.356 -1.116 -0.324 0.20
H 2.674 -0.532 -2.058 0.19
H 1.147 -1.227 -1.483 0.21
C -3.161 -0.232 0.474 -0.72
C -2.000 -1.186 0.180 0.81
O -1.035 -0.853 -0.465 -0.62
O -2.230 -2.439 0.522 -0.71
H -4.048 -0.806 0.749 0.24
H -3.444 0.322 -0.431 0.25
H -2.815 0.481 1.227 0.24
H -1.631 -3.204 0.522 0.53
```

Values from the calculation:
SMILES string: [H]/N=C(/N)NC.CC(=O)O
LUMO energy, eV: 0.30

---

(5)
Density functional theory data (ωB97M-V with the def2-TZVPD basis set) for a molecular structure, C35H31F6N7RuSbSe in a non-equilibrium geometry.

XYZ file:
```
82
Properties=species:S:1:pos:R:3:mulliken_spin:R:1
Ru -0.230 0.662 0.322 0.38
C 1.618 6.744 -2.364 0.00
C 0.940 5.420 -2.141 0.00
C -0.451 5.306 -2.184 0.00
C -1.085 4.113 -1.906 0.01
C -0.362 2.955 -1.588 0.00
N -0.992 1.795 -1.175 0.04
C -1.988 1.167 -1.912 -0.03
C -1.973 1.112 -3.305 0.00
C -2.892 0.339 -3.997 0.00
C -3.845 -0.424 -3.335 0.01
C -4.800 -1.321 -4.074 0.00
C -3.891 -0.348 -1.948 0.00
C -2.999 0.448 -1.253 0.00
N -3.203 0.637 0.148 0.01
C -4.400 0.898 0.710 0.01
C -4.187 1.342 1.990 0.00
C -2.801 1.326 2.139 0.00
N -2.206 0.887 1.037 0.00
C 1.036 3.063 -1.625 0.01
C 1.670 4.277 -1.864 0.00
N 1.835 1.881 -1.566 0.00
C 2.874 1.604 -2.385 0.00
C 3.143 0.261 -2.290 0.00
C 2.195 -0.226 -1.384 -0.01
N 1.432 0.759 -0.939 0.00
H 1.148 7.294 -3.180 0.00
H 2.672 6.613 -2.605 0.00
H 1.558 7.370 -1.471 0.00
H -1.048 6.180 -2.417 0.00
H -2.166 4.048 -1.911 0.00
H -1.210 1.668 -3.838 0.00
H -2.842 0.305 -5.080 0.00
H -4.584 -1.328 -5.142 0.00
H -5.834 -0.996 -3.941 0.00
H -4.730 -2.345 -3.705 0.00
H -4.606 -0.940 -1.391 0.01
H -5.306 0.760 0.146 0.00
H -4.924 1.623 2.719 0.00
H -2.208 1.586 2.998 0.00
H 2.753 4.323 -1.842 0.00
H 3.298 2.370 -3.011 0.00
H 3.896 -0.292 -2.823 0.00
H 1.979 -1.234 -1.072 0.00
C 5.190 -1.480 0.631 0.00
N 3.900 -2.088 0.879 0.00
C 2.809 -1.491 1.402 0.00
Se 2.756 0.321 1.878 0.01
N 1.817 -2.366 1.461 0.00
C 2.244 -3.580 0.943 0.00
C 1.574 -4.780 0.747 0.00
C 2.314 -5.804 0.186 0.00
C 3.662 -5.641 -0.163 0.00
C 4.324 -4.441 0.026 0.00
C 3.576 -3.412 0.583 0.00
H 5.128 -0.411 0.814 0.00
H 5.473 -1.643 -0.409 0.00
H 5.945 -1.916 1.284 0.00
H 0.841 -2.233 1.789 0.00
H 0.531 -4.893 1.007 -0.01
H 1.836 -6.757 0.005 0.00
H 4.197 -6.475 -0.595 0.00
H 5.362 -4.315 -0.250 0.00
C 0.775 0.378 1.964 -0.33
C 0.360 0.294 3.376 0.04
C -0.831 -0.377 3.669 -0.08
C -1.270 -0.542 4.973 0.02
C -0.539 -0.011 6.021 -0.05
C 0.649 0.668 5.760 0.02
C 1.100 0.803 4.463 -0.06
H -1.389 -0.844 2.878 0.06
H -2.175 -1.109 5.149 0.00
H -0.877 -0.137 7.042 0.00
H 1.228 1.080 6.576 0.00
H 2.030 1.326 4.289 0.00
F -0.230 -1.190 -0.219 0.01
Sb -2.308 -2.817 0.881 0.66
F -4.067 -2.660 0.038 0.06
F -3.168 -1.942 2.432 0.07
F -2.731 -4.535 1.556 0.01
F -0.686 -2.952 2.117 0.05
F -1.637 -3.707 -0.729 0.08
```

Values from the calculation:
Spin multiplicity: 2
LUMO energy (alpha / beta), eV: -1.06 / -0.76

---

(6)
Density functional theory data (ωB97M-V with the def2-TZVPD basis set) for a molecular structure, C22H30N11O2S2W in a non-equilibrium geometry.

XYZ file:
```
68
Properties=species:S:1:pos:R:3:nbo_charge:R:1
W -0.222 0.792 1.051 1.84
N -2.782 -0.227 3.489 -0.57
C -1.469 -0.338 3.806 0.49
N -0.961 -0.849 4.901 -0.34
N 0.371 -0.769 4.745 -0.03
N 0.676 -0.241 3.630 -0.11
N -0.476 0.059 2.960 -0.47
C -3.145 0.177 2.238 0.48
N -4.358 0.493 1.859 -0.33
N -4.243 0.809 0.564 -0.03
N -3.036 0.695 0.168 -0.14
N -2.265 0.256 1.211 -0.48
H -3.482 -0.259 4.214 0.45
C 2.425 -0.331 -0.584 -0.25
N 1.683 0.676 0.216 -0.52
C 2.416 1.801 0.409 -0.03
C 1.912 2.656 1.356 0.20
C 2.020 4.071 1.654 -0.24
C 0.914 4.446 2.309 -0.14
C 0.044 3.255 2.499 -0.19
N 0.815 2.145 2.002 -0.54
C 2.198 -0.355 -2.084 0.03
C 2.638 0.695 -2.887 -0.24
C 2.444 0.663 -4.259 -0.19
C 1.831 -0.432 -4.853 -0.20
C 1.440 -1.506 -4.069 -0.21
C 1.615 -1.460 -2.692 -0.23
H 2.206 -1.317 -0.191 0.21
H 3.485 -0.140 -0.417 0.22
H 3.358 1.943 -0.102 0.22
H 2.848 4.697 1.358 0.25
H 0.652 5.430 2.665 0.25
H -0.366 3.119 3.499 0.26
H 3.143 1.544 -2.439 0.21
H 2.787 1.487 -4.871 0.23
H 1.668 -0.447 -5.922 0.23
H 1.004 -2.383 -4.529 0.23
H 1.300 -2.300 -2.086 0.21
C -2.131 -3.841 -0.581 -0.62
C -1.401 -3.658 0.742 -0.56
S 0.187 -2.815 0.454 1.26
O -0.222 -1.340 0.567 -0.98
C 1.023 -3.242 2.009 -0.58
C 2.419 -2.639 2.038 -0.63
H -3.091 -4.328 -0.416 0.25
H -1.550 -4.468 -1.258 0.22
H -2.316 -2.879 -1.062 0.22
H -1.186 -4.617 1.214 0.24
H -1.955 -3.020 1.431 0.25
H 1.070 -4.333 2.026 0.25
H 0.385 -2.895 2.824 0.25
H 3.025 -3.026 1.218 0.21
H 2.902 -2.894 2.980 0.25
H 2.380 -1.555 1.984 0.23
C -1.786 2.600 -2.242 -0.42
C -2.394 1.259 -2.698 -0.44
C -1.512 0.195 -2.038 -0.06
O -0.629 0.908 -1.123 -0.58
C -0.406 2.202 -1.755 -0.08
H -2.361 3.018 -1.417 0.23
H -1.734 3.333 -3.044 0.23
H -2.351 1.161 -3.782 0.22
H -3.423 1.170 -2.364 0.25
H -0.886 -0.315 -2.762 0.20
H -2.081 -0.522 -1.461 0.23
H 0.290 2.058 -2.581 0.20
H 0.021 2.883 -1.024 0.22
S -1.374 3.040 1.301 0.00
```

Values from the calculation:
LUMO energy (alpha / beta), eV: -4.45 / -5.00
Net charge: +1

---

Across the entries above, M takes the values 782.16 122.15 100.16 133.15 965.46 728.53 g/mol, respectively.